11
Properties=species:S:1:pos:R:3:mulliken_charge:R:1 method="wB97M-V/def2-TZVPD" homo_energy_ev=-8.2 orbital_gap_ha=0.319 smiles="C1=C2CN12.C#C" max_force_ev_per_a=3.55 e_lumo_ev=0.49
C -2.130 0.162 -0.026 -0.64
C -2.089 -1.028 -0.181 -0.07
C 1.730 -0.731 0.491 0.00
C 0.768 0.964 -0.295 -0.13
C 0.700 0.041 0.904 -0.36
N 2.075 0.371 -0.199 -0.40
H -2.186 1.262 0.001 0.36
H 2.409 -1.489 0.706 0.39
H 0.066 0.504 -1.098 0.21
H 0.610 2.038 -0.220 0.27
H -1.954 -2.093 -0.084 0.37

=====

116
Properties=species:S:1:pos:R:3:mulliken_charge:R:1 method="wB97M-V/def2-TZVPD" homo_energy_ev=-12.4 orbital_gap_ha=0.101 charge=+1 max_force_ev_per_a=3.55 e_lumo_ev=-9.67
Al 2.347 1.659 -1.505 1.47
S -0.116 0.241 -0.019 0.68
O -1.233 -0.521 0.538 -0.28
O -0.424 1.672 -0.197 -0.47
O 1.178 0.122 0.690 -0.20
O 0.193 -0.272 -1.338 -0.02
C 0.272 -6.659 4.066 -0.77
O -0.330 -6.182 2.856 -0.34
C -1.326 -5.292 2.924 0.84
O -1.910 -4.912 3.933 -0.60
O -1.505 -4.841 1.688 -0.31
C -2.482 -3.813 1.462 -0.24
H 0.547 -7.713 4.103 0.36
H -0.518 -6.804 4.813 0.32
H 0.993 -6.001 4.542 0.28
H -3.425 -4.090 1.933 0.47
H -2.555 -3.867 0.380 0.12
H -2.175 -2.852 1.868 -0.13
C 2.879 0.555 2.967 -0.33
O 4.219 1.050 2.929 -0.30
C 4.873 1.123 1.767 0.28
O 4.456 1.062 0.614 -0.28
O 6.123 1.369 2.093 -0.39
C 7.080 1.554 1.023 -0.42
H 2.232 1.244 2.421 -0.06
H 2.458 0.547 3.971 0.34
H 2.856 -0.450 2.550 0.39
H 8.081 1.336 1.389 0.25
H 7.098 2.601 0.728 0.26
H 6.848 0.836 0.240 0.06
C -0.418 -0.908 -5.124 -0.33
O 0.818 -1.661 -5.209 -0.35
C 1.870 -1.048 -4.710 0.64
O 1.839 0.025 -4.116 -0.29
O 2.898 -1.913 -4.681 -0.31
C 4.185 -1.287 -4.662 -0.47
H -0.625 -0.580 -4.107 -0.17
H -1.240 -1.590 -5.344 0.33
H -0.489 -0.108 -5.857 0.44
H 4.657 -1.355 -3.685 0.00
H 4.177 -0.297 -5.113 0.32
H 4.838 -1.846 -5.334 0.32
C -3.302 1.735 1.874 -1.01
O -3.017 2.706 2.858 -0.03
C -4.011 3.058 3.667 0.57
O -5.028 2.446 3.910 -0.54
O -3.627 4.210 4.248 -0.32
C -4.423 4.661 5.335 -0.68
H -2.379 1.366 1.431 0.16
H -3.970 2.260 1.186 0.45
H -3.878 0.868 2.198 0.40
H -4.551 3.870 6.075 0.30
H -5.436 4.903 5.007 0.29
H -4.046 5.555 5.823 0.25
C 4.697 4.596 2.249 0.01
O 3.348 4.546 2.713 -0.36
C 2.393 3.944 1.975 0.65
O 2.593 3.281 0.942 -0.29
O 1.255 4.104 2.579 -0.33
C -0.005 3.940 1.895 -0.35
H 4.760 5.166 1.319 0.32
H 4.996 3.584 1.978 -0.29
H 5.380 5.092 2.932 0.30
H -0.532 3.074 2.290 0.15
H 0.082 3.725 0.833 0.09
H -0.566 4.852 2.074 0.35
C 6.018 -1.806 -1.084 -0.62
O 4.963 -2.683 -0.763 -0.37
C 3.728 -2.281 -1.004 0.55
O 3.342 -1.256 -1.533 -0.33
O 2.906 -3.236 -0.535 -0.39
C 1.535 -2.953 -0.455 0.55
H 5.738 -0.966 -1.724 0.19
H 6.816 -2.357 -1.575 0.38
H 6.321 -1.232 -0.207 0.23
H 1.182 -2.656 -1.446 0.07
H 1.418 -2.089 0.201 -0.58
H 0.954 -3.806 -0.113 0.25
C 0.442 4.559 -5.306 -0.63
O -0.696 3.765 -5.067 -0.39
C -0.721 2.958 -4.008 0.49
O 0.248 2.714 -3.322 -0.17
O -1.966 2.567 -3.828 -0.35
C -2.243 1.745 -2.729 -0.34
H 1.310 3.918 -5.473 0.25
H 0.685 5.172 -4.436 0.30
H 0.225 5.183 -6.168 0.23
H -1.554 0.923 -2.573 0.04
H -3.288 1.464 -2.869 0.20
H -2.303 2.358 -1.822 0.41
C -8.144 0.211 -2.375 -0.69
O -7.097 -0.686 -1.994 -0.33
C -6.063 -0.117 -1.389 0.75
O -5.947 1.033 -1.028 -0.56
O -5.103 -1.052 -1.167 -0.24
C -4.042 -0.637 -0.314 0.09
H -7.766 1.217 -2.542 0.33
H -8.844 0.233 -1.538 0.29
H -8.695 -0.208 -3.213 0.24
H -3.618 0.326 -0.585 0.07
H -3.318 -1.448 -0.309 -0.38
H -4.396 -0.668 0.718 0.33
C 0.084 -1.828 3.321 -0.64
N 0.685 -2.448 4.515 0.99
O 1.179 -3.551 4.426 -0.55
O 0.905 -1.726 5.476 -0.58
H 0.625 -2.276 2.492 0.14
H 0.414 -0.789 3.326 0.09
H -0.997 -1.790 3.433 0.46
C -1.550 -2.899 -2.419 -0.31
N -2.887 -3.343 -2.848 1.08
O -3.048 -3.599 -4.020 -0.61
O -3.737 -3.347 -1.981 -0.55
H -1.645 -1.827 -2.256 -0.32
H -0.860 -3.074 -3.241 0.58
H -1.169 -3.385 -1.526 0.16

=====

60
Properties=species:S:1:pos:R:3:lowdin_spin:R:1 method="wB97M-V/def2-TZVPD" homo_energy_ev="-10.5 / -10.5" multiplicity=2 s_squared=0.776 orbital_gap_ha="0.239 / 0.238" charge=+1 max_force_ev_per_a=2.12 e_lumo_ev="-3.99 / -4.01"
Ti -0.407 -0.449 0.042 0.89
Cl 4.233 0.033 5.856 0.00
C 2.978 0.002 4.665 0.00
C 1.638 0.159 5.071 0.00
C 0.623 0.139 4.152 0.00
C 0.897 -0.036 2.784 0.00
O -0.073 -0.072 1.910 0.00
C 2.239 -0.190 2.382 0.00
C 2.596 -0.365 1.018 0.02
N 1.810 -0.380 -0.022 0.00
C 2.420 -0.490 -1.309 0.00
C 3.739 -0.277 -1.610 0.00
C 4.228 -0.470 -2.919 0.00
C 3.401 -0.863 -3.929 0.00
C 2.022 -1.043 -3.667 0.00
C 1.087 -1.407 -4.662 0.01
C -0.232 -1.528 -4.339 0.00
C -0.632 -1.281 -3.016 0.01
N 0.208 -0.948 -2.059 0.00
C 1.539 -0.833 -2.365 0.01
C 3.273 -0.172 3.348 0.00
H 1.420 0.291 6.122 0.00
H -0.409 0.251 4.455 0.00
H 3.662 -0.507 0.850 0.00
H 4.438 0.058 -0.856 0.00
H 5.279 -0.302 -3.113 0.00
H 3.777 -1.020 -4.931 0.00
H 1.431 -1.585 -5.673 0.00
H -0.971 -1.807 -5.076 0.00
H -1.672 -1.374 -2.733 0.00
H 4.301 -0.294 3.031 0.00
S -2.197 -1.982 -0.044 -0.01
C -3.362 -0.659 -0.229 0.00
N -4.633 -0.956 -0.100 0.04
N -5.628 -0.155 -0.275 0.05
C -5.696 1.152 -0.872 0.00
C -5.249 1.341 -2.175 0.00
C -5.380 2.583 -2.762 0.00
C -5.966 3.633 -2.055 0.00
C -6.423 3.429 -0.765 0.00
C -6.290 2.179 -0.166 0.00
N -3.011 0.644 -0.415 0.04
N -1.778 0.943 -0.438 -0.05
C -1.461 2.337 -0.536 0.00
C -2.444 3.313 -0.629 -0.01
C -2.069 4.642 -0.720 0.00
C -0.726 5.001 -0.721 -0.01
C 0.251 4.020 -0.635 0.00
C -0.118 2.687 -0.547 0.00
H -6.506 -0.585 -0.026 0.00
H -4.802 0.515 -2.714 0.00
H -5.039 2.738 -3.777 0.00
H -6.073 4.604 -2.521 0.00
H -6.888 4.238 -0.218 0.00
H -6.636 2.011 0.846 0.00
H -3.488 3.030 -0.623 0.00
H -2.833 5.406 -0.790 0.00
H -0.441 6.042 -0.791 0.00
H 1.298 4.291 -0.640 0.00
H 0.648 1.919 -0.493 0.00

=====

29
Properties=species:S:1:pos:R:3:mulliken_charge:R:1 method="wB97M-V/def2-TZVPD" homo_energy_ev=-6.6 orbital_gap_ha=0.317 charge=-1 max_force_ev_per_a=4.03 e_lumo_ev=2.01
Na -13.006 18.050 -1.410 0.85
C -16.170 15.912 -5.252 0.53
F -17.065 16.863 -5.031 -0.22
F -16.528 14.807 -4.636 -0.21
F -16.009 15.758 -6.582 -0.20
S -14.418 16.568 -4.517 1.05
O -13.407 15.533 -4.914 -0.71
O -14.119 17.839 -5.103 -0.65
O -14.587 16.678 -3.073 -0.61
C -8.910 18.546 0.961 0.56
F -7.825 19.169 1.463 -0.22
F -8.646 18.151 -0.242 -0.22
F -9.293 17.510 1.725 -0.23
S -10.417 19.751 0.879 1.07
O -9.897 20.959 0.232 -0.71
O -11.433 19.048 0.076 -0.60
O -10.870 20.038 2.252 -0.69
O -13.003 15.661 -1.192 -0.51
H -12.741 14.868 -0.724 0.23
H -13.773 15.399 -1.697 0.29
O -15.408 17.476 -0.461 -0.59
H -15.268 16.916 -1.225 0.42
H -16.073 18.104 -0.743 0.29
O -11.825 19.561 -2.963 -0.59
H -11.944 20.216 -2.275 0.32
H -10.899 19.625 -3.198 0.29
O -14.106 20.172 -0.941 -0.50
H -14.053 20.375 -0.007 0.30
H -14.798 20.745 -1.272 0.23